Entry 1:
Computed, not measured: a structure of composition C3HCsMgO4 in a non-equilibrium geometry, with wB97M-V/def2-TZVPD.

Last column: natural (NBO) charge in e.
CARTESIAN COORDINATES (ANGSTROEM)
O -0.79338 1.86132 -1.67814  -0.907
C -0.24264 0.98828 -1.02020  1.002
O -0.76098 0.29473 -0.05853  -0.503
Mg -2.43322 2.97158 -1.90510  0.988
O 1.11134 0.61721 -1.19712  -0.461
C 1.42372 -0.33636 -0.21993  -0.215
C 0.32815 -0.69156 0.46118  0.578
O -0.00939 -1.50747 1.34550  -0.731
Cs -1.10017 -3.73242 4.88992  0.999
H 2.47657 -0.46531 -0.61759  0.250

As for the total charge: +1. The spin multiplicity is 2. Its maximum force is 5.64 eV/Å. The energy is -17302.600 eV. For the highest occupied orbital energy (alpha / beta), the calculation gives -9.36 / -9.36 eV. The orbital gap (alpha / beta) comes out at 5.9 / 5.7 eV. Its lowest unoccupied orbital energy (alpha / beta) is -3.454 / -3.655 eV.

Entry 2:
Computed, not measured: a structure of composition C3HDyO3 in a non-equilibrium geometry, with wB97M-V/def2-TZVPD.

Last column: Löwdin charge in e.
CARTESIAN COORDINATES (ANGSTROEM)
C -3.81149 -0.65578 0.05111  -0.105
C -2.77814 -1.32829 0.42504  0.112
O -1.50843 -1.14053 -0.15068  0.090
C -0.98873 0.02434 -0.12216  -0.283
O 0.24715 0.14221 -0.17814  -0.227
Dy 2.27094 1.56543 -0.08129  1.966
O -4.73995 0.09327 -0.05971  0.257
H -1.70132 0.88336 -0.17362  0.189

As for the total charge: +2. The spin multiplicity is 6. Its maximum force is 6.55 eV/Å. The energy is -33330.375 eV. For the highest occupied orbital energy (alpha / beta), the calculation gives -16.97 / -16.51 eV. The orbital gap (alpha / beta) comes out at 6.2 / 7.4 eV. Its lowest unoccupied orbital energy (alpha / beta) is -10.735 / -9.075 eV. Its energy above the lowest of the compared OMol25 structures with the same formula, charge and spin is 0.0 kJ/mol.

Entry 3:
Computed, not measured: the ion C3HF2N2O6S with charge -1 in a non-equilibrium geometry, with wB97M-V/def2-TZVPD.

Last column: natural (NBO) charge in e.
CARTESIAN COORDINATES (ANGSTROEM)
N 1.12113 -0.87233 -2.59621  -0.281
C 0.97582 -0.44960 -1.54389  0.252
C 0.88556 0.18626 -0.25294  0.191
O 0.67012 1.52517 -0.28976  -0.702
N 2.07146 -0.13387 0.59204  0.514
O 2.59226 -1.21636 0.42078  -0.383
O 2.41286 0.69429 1.39793  -0.344
C -0.54721 -0.57441 0.63169  0.431
F -0.39857 -0.33215 1.93735  -0.323
F -0.50348 -1.89730 0.45826  -0.320
S -2.06706 0.21146 -0.08051  2.373
O -1.96365 -0.09468 -1.48124  -0.969
O -3.13548 -0.40350 0.65318  -0.960
O -1.80717 1.61563 0.25078  -0.999
H -0.30660 1.74138 -0.09747  0.521

As for the total charge: -1. The spin multiplicity is 1. Its maximum force is 4.14 eV/Å. The energy is -34661.147 eV. For the highest occupied orbital energy, the calculation gives -6.91 eV. The orbital gap comes out at 9.7 eV. Its SMILES is N#C[C@](O)([N+](=O)[O-])C(F)(F)S(=O)(=O)[O-]. Its lowest unoccupied orbital energy is 2.813 eV. Its energy above the lowest of the compared OMol25 structures with the same formula, charge and spin is 0.0 kJ/mol.